The following is a quantum chemistry calculation of 13 unconnected molecules or ions with the total composition C27H83N13O13, from OMol25.

Cartesian coordinates (Å):
C -0.433 7.155 0.378
C 0.108 5.741 0.506
O 1.537 5.605 0.537
H -1.453 7.136 -0.005
H 0.271 7.759 -0.195
H -0.482 7.607 1.368
H -0.391 5.107 -0.227
H -0.213 5.285 1.442
H 1.829 5.593 -0.377
C 7.900 -0.385 5.044
C 6.838 -1.427 4.680
O 5.697 -0.722 4.109
H 8.632 -0.907 5.661
H 7.406 0.375 5.649
H 8.299 0.086 4.145
H 6.708 -1.934 5.636
H 7.266 -2.119 3.954
H 4.921 -1.254 4.300
C -7.307 3.922 -0.174
C -6.835 5.380 -0.099
O -7.408 5.988 1.025
H -8.243 3.586 -0.621
H -7.099 3.347 0.728
H -6.595 3.450 -0.851
H -6.941 6.029 -0.968
H -5.785 5.361 0.191
H -8.243 6.348 0.716
C -5.527 -2.932 -2.119
C -5.279 -4.178 -3.024
O -5.483 -3.764 -4.339
H -4.810 -2.165 -2.412
H -5.429 -3.138 -1.054
H -6.582 -2.701 -2.267
H -5.788 -5.082 -2.691
H -4.268 -4.555 -2.866
H -5.605 -4.568 -4.850
C 2.579 -5.174 3.827
C 1.979 -4.969 5.212
O 2.235 -3.566 5.375
H 2.360 -6.213 3.583
H 3.655 -4.997 3.832
H 2.212 -4.527 3.030
H 2.623 -5.511 5.904
H 0.915 -5.185 5.310
H 2.455 -3.417 6.298
C 2.211 3.898 5.946
O 2.454 3.615 7.113
N 1.495 5.026 5.693
N 2.752 3.414 4.876
H 1.182 5.638 6.433
H 1.719 5.484 4.821
H 2.587 3.922 4.019
H 3.384 2.626 4.863
C -0.621 0.235 -0.027
O -0.787 0.271 -1.251
N 0.548 -0.031 0.492
N -1.554 0.481 0.840
H 1.390 -0.299 0.004
H 0.657 0.059 1.492
H -2.418 0.720 0.374
H -1.430 0.298 1.826
C 7.182 0.029 -1.443
O 6.053 -0.369 -1.685
N 7.965 0.580 -2.292
N 7.676 0.021 -0.231
H 8.774 1.109 -1.998
H 7.575 0.705 -3.215
H 8.618 0.278 0.028
H 7.017 -0.080 0.528
C 4.508 1.402 -6.981
O 5.668 1.404 -6.675
N 3.957 1.807 -8.115
N 3.586 0.864 -6.241
H 4.532 2.224 -8.832
H 2.960 1.793 -8.277
H 3.848 0.400 -5.383
H 2.625 1.044 -6.491
C -1.942 -0.156 -7.971
O -0.984 0.579 -8.026
N -2.498 -0.658 -6.882
N -2.526 -0.544 -9.086
H -2.042 -0.416 -6.014
H -3.268 -1.311 -6.898
H -3.344 -1.135 -9.139
H -2.181 -0.105 -9.927
C 2.281 6.333 -5.305
C 1.276 6.180 -6.410
C -0.031 5.472 -5.868
O -0.727 6.294 -4.842
C -1.967 5.715 -4.396
N 0.942 7.570 -6.801
H 3.241 6.592 -5.752
H 2.443 5.479 -4.646
H 1.989 7.192 -4.701
H 1.674 5.772 -7.339
H 0.342 4.628 -5.289
H -0.709 5.145 -6.657
H -1.840 4.978 -3.603
H -2.616 5.343 -5.189
H -2.603 6.554 -4.110
H 0.588 8.109 -6.023
H 0.082 7.587 -7.331
C 0.668 -10.001 -0.995
C -0.491 -9.224 -0.227
C -0.846 -7.925 -0.946
O 0.389 -7.166 -1.058
C 0.258 -5.946 -1.909
N -1.577 -10.129 -0.028
H 0.268 -10.360 -1.943
H 0.967 -10.811 -0.330
H 1.552 -9.388 -1.168
H 0.060 -8.914 0.660
H -1.552 -7.473 -0.250
H -1.512 -8.194 -1.766
H 1.122 -5.282 -1.942
H -0.441 -5.208 -1.516
H -0.056 -6.229 -2.914
H -2.420 -9.573 -0.017
H -1.759 -10.477 -0.959
C -4.472 -0.157 6.507
C -3.046 -0.493 6.842
C -2.934 -1.238 8.288
O -3.726 -2.419 8.453
C -3.867 -2.830 9.830
N -2.419 -1.358 5.807
H -5.004 0.368 7.300
H -5.015 -1.065 6.242
H -4.551 0.397 5.572
H -2.443 0.408 6.957
H -3.267 -0.545 9.061
H -1.900 -1.474 8.540
H -2.829 -2.986 10.123
H -4.395 -3.748 10.088
H -4.310 -2.007 10.390
H -2.896 -2.245 5.880
H -1.478 -1.546 6.122

Forces on the atoms, in the same order (eV/Å):
0.5 0.0 0.8
-0.4 -0.7 0.6
-0.7 0.2 -0.4
0.2 0.2 -0.3
-0.4 0.1 -0.4
0.0 0.2 0.0
0.5 -0.2 -0.5
-0.1 0.2 0.2
0.2 0.0 -0.1
-0.9 -0.3 -0.3
0.7 1.3 -0.2
0.8 -0.9 0.8
0.4 0.3 -0.3
0.2 0.1 0.1
0.3 0.0 0.2
-1.1 -0.3 -0.2
-0.3 -0.2 -0.1
-0.2 0.0 -0.1
1.5 -0.8 -1.5
0.1 -1.0 1.2
-0.9 1.1 0.4
-0.5 0.8 0.4
-0.4 0.6 0.4
0.2 -0.2 -0.4
-0.1 -0.5 -0.4
0.2 -0.2 -0.5
-0.2 0.1 0.4
-0.2 -1.6 -0.5
1.1 0.5 2.2
-0.4 -0.4 -0.6
-0.4 0.2 0.0
0.3 -0.2 -0.1
0.2 0.7 -0.2
-1.2 0.2 -0.3
0.7 0.5 -0.2
0.0 0.1 -0.4
-0.5 -1.3 -0.1
1.6 1.5 -1.3
-0.3 0.4 1.1
0.3 -0.1 -0.6
0.0 -0.2 0.3
-0.5 0.0 0.3
-0.5 -0.3 0.3
0.1 -0.2 0.0
-0.1 0.3 0.1
0.3 2.6 4.2
-0.3 -1.4 -0.1
-1.3 1.3 -1.2
1.3 -1.9 -3.5
0.4 -0.5 0.0
-0.4 0.2 0.2
0.2 -0.6 0.0
-0.2 0.3 0.2
1.0 -0.2 -4.1
-0.5 0.0 0.2
3.5 -0.8 2.4
-2.8 0.8 1.6
-0.6 0.2 -0.4
0.2 -0.1 -0.2
-0.2 -0.1 0.8
-0.6 0.2 -0.3
-3.1 -0.8 0.9
-0.5 -0.4 -0.3
2.7 1.9 -4.2
0.9 -0.5 4.5
-0.3 -0.1 -0.4
0.4 0.1 0.0
-0.3 0.0 -0.3
0.2 -0.2 -0.2
0.7 -0.4 -0.2
2.2 0.5 -0.1
-0.1 1.9 -3.4
-2.9 -1.6 3.0
-0.1 0.0 0.3
0.4 -0.1 0.0
-0.3 0.3 -0.1
0.1 -0.5 0.6
0.5 0.2 -0.5
1.2 1.0 0.7
-0.3 -0.4 2.6
-1.4 -0.8 -3.1
-0.3 -0.3 0.0
0.3 0.3 0.1
0.3 0.3 0.0
-0.2 -0.3 0.2
1.0 0.2 0.1
-2.5 1.6 0.8
0.9 0.1 1.4
0.1 -0.8 -1.5
0.1 1.1 -0.7
-0.4 0.4 -0.5
0.1 0.0 0.1
-0.2 -0.2 -0.2
0.0 -0.2 0.2
-0.1 -0.8 0.4
-0.2 -0.6 -0.3
-0.1 0.2 0.0
0.0 0.0 0.0
0.6 -0.7 -0.5
0.4 0.1 0.9
0.5 -0.1 0.8
0.0 -0.4 -0.9
-1.0 0.6 0.8
3.7 0.2 -1.3
0.4 -0.3 1.7
-1.4 1.4 -1.7
-0.6 -0.6 0.8
-1.0 0.2 -0.5
0.2 -0.3 -0.1
-0.1 -0.3 -0.3
-0.3 0.2 0.0
-0.7 -0.1 0.7
0.0 0.9 0.2
0.8 0.5 -1.3
0.8 -1.1 0.1
-0.8 -0.5 0.3
0.1 0.0 0.0
-0.6 0.4 1.1
0.4 -1.1 -0.4
-0.4 -0.3 -0.8
0.6 -2.0 1.7
-0.9 0.6 0.0
-1.0 -0.5 -0.8
1.6 1.2 -0.5
-0.5 0.8 0.4
0.1 0.0 0.0
-0.1 -0.3 0.5
0.3 0.4 0.1
0.0 0.0 0.0
0.0 0.5 0.1
0.4 0.0 -0.3
0.0 0.0 0.8
-0.3 0.0 -1.1
0.0 0.0 0.2
-0.1 -0.3 -0.2
0.3 0.0 -0.1

Computed properties:
**HOMO level**: -9.14 eV
**LUMO level**: 0.063 eV
**Total energy**: -75330.48802 eV
**Frontier orbital gap**: 9.2068 eV
**Spin multiplicity**: 1
**Energy above the lowest of the compared OMol25 structures with the same formula, charge and spin**: 680.9 kJ/mol